(1)
Formula: C34H70ClO13
Source: OMol25
Level of theory: the ωB97M-V functional and the def2-TZVPD basis

Calculated values
Charge: -1
E_HOMO, eV: -6.37
Gap between HOMO and LUMO, eV: 9.0

Each atom is followed by the atoms it is bonded to, with distances in Å.
Element x y z (Å)
1 Cl 0.49192 -0.27017 0.00783  O2 1.439, O3 1.439, O4 1.433, O5 1.394
2 O 0.14908 1.11292 0.21169  Cl1 1.439
3 O 1.55082 -0.44049 -0.95112  Cl1 1.439
4 O 0.87199 -0.86388 1.25585  Cl1 1.433
5 O -0.67097 -0.87098 -0.47199  Cl1 1.394
6 C -2.26334 5.02402 -1.81302  C7 1.488, C10 1.532, H11 1.090, H12 1.090
7 C -1.41251 4.45018 -0.73618  C6 1.488, C8 1.569, H13 1.090, H14 1.090
8 C -2.38456 4.13880 0.45607  C7 1.569, O9 1.470, H15 1.090, H16 1.090
9 O -3.73032 4.23951 -0.12751  C8 1.470, C10 1.433
10 C -3.69492 5.09932 -1.27289  C6 1.532, O9 1.433, H17 1.090, H18 1.090
11 H -2.28889 4.38348 -2.69459  C6 1.090
12 H -1.92745 6.03516 -2.04298  C6 1.090
13 H -0.55112 5.07875 -0.51031  C7 1.090
14 H -0.95022 3.50736 -1.02854  C7 1.090
15 H -2.33823 4.71590 1.37960  C8 1.090
16 H -2.26781 3.12284 0.83329  C8 1.090
17 H -3.93079 6.10391 -0.92182  C10 1.090
18 H -4.52728 4.78480 -1.90246  C10 1.090
19 C 0.13123 4.87611 4.20371  C20 1.568, C23 1.576, H24 1.090, H25 1.090
20 C -0.26074 3.36023 4.29162  C19 1.568, C21 1.477, H26 1.090, H27 1.090
21 C 0.36990 2.81635 3.07155  C20 1.477, O22 1.377, H28 1.090, H29 1.090
22 O 1.59342 3.44532 3.01831  C21 1.377, C23 1.442
23 C 1.44389 4.84467 3.33194  C19 1.576, O22 1.442, H30 1.090, H31 1.090
24 H 0.27379 5.34577 5.17695  C19 1.090
25 H -0.65630 5.41395 3.67586  C19 1.090
26 H -1.33708 3.18850 4.28120  C20 1.090
27 H 0.10365 2.95425 5.23528  C20 1.090
28 H -0.14349 3.10599 2.15469  C21 1.090
29 H 0.62807 1.76111 3.16057  C21 1.090
30 H 1.26244 5.42234 2.42558  C23 1.090
31 H 2.33935 5.20305 3.83969  C23 1.090
32 C -3.43648 -3.48524 -5.03307  C33 1.507, C36 1.526, H37 1.090, H38 1.090
33 C -2.60525 -3.38754 -3.78036  C32 1.507, C34 1.554, H39 1.090, H40 1.090
34 C -1.91558 -1.99578 -3.82472  C33 1.554, O35 1.425, H41 1.090, H42 1.090
35 O -2.89302 -1.29179 -4.58526  C34 1.425, C36 1.424
36 C -3.19573 -2.13138 -5.69490  C32 1.526, O35 1.424, H43 1.090, H44 1.090
37 H -4.49991 -3.66005 -4.86980  C32 1.090
38 H -3.05940 -4.28455 -5.67106  C32 1.090
39 H -1.98873 -4.28635 -3.76811  C33 1.090
40 H -3.25605 -3.44651 -2.90796  C33 1.090
41 H -0.97983 -1.93582 -4.38050  C34 1.090
42 H -1.73717 -1.68970 -2.79390  C34 1.090
43 H -2.36353 -2.23896 -6.39057  C36 1.090
44 H -4.08244 -1.75604 -6.20575  C36 1.090
45 C -6.43765 0.90559 -1.03753  C46 1.554, C49 1.544, H50 1.090, H51 1.090
46 C -5.43746 -0.12901 -0.45057  C45 1.554, C47 1.517, H52 1.090, H53 1.090
47 C -4.19586 0.26967 -1.22474  C46 1.517, O48 1.401, H54 1.090, H55 1.090
48 O -4.61807 0.67659 -2.49765  C47 1.401, C49 1.411
49 C -5.87084 1.32024 -2.41305  C45 1.544, O48 1.411, H56 1.090, H57 1.090
50 H -6.39868 1.77490 -0.38113  C45 1.090
51 H -7.47418 0.57773 -1.11633  C45 1.090
52 H -5.82801 -1.12495 -0.65954  C46 1.090
53 H -5.27231 0.04507 0.61269  C46 1.090
54 H -3.41660 -0.49142 -1.18479  C47 1.090
55 H -3.64195 1.09372 -0.77505  C47 1.090
56 H -6.48365 1.01790 -3.26227  C49 1.090
57 H -5.65571 2.38783 -2.45854  C49 1.090
58 C 1.67725 -5.09565 -1.43267  C59 1.553, C62 1.568, H63 1.090, H64 1.090
59 C 1.32899 -6.59980 -1.26507  C58 1.553, C60 1.469, H65 1.090, H66 1.090
60 C -0.13862 -6.65165 -1.28384  C59 1.469, O61 1.393, H67 1.090, H68 1.090
61 O -0.56032 -5.32473 -1.25935  C60 1.393, C62 1.421
62 C 0.41964 -4.40089 -0.80488  C58 1.568, O61 1.421, H69 1.090, H70 1.090
63 H 1.72262 -4.83233 -2.48941  C58 1.090
64 H 2.54145 -4.79330 -0.84117  C58 1.090
65 H 1.79535 -7.01007 -0.36936  C59 1.090
66 H 1.72492 -7.25238 -2.04319  C59 1.090
67 H -0.43951 -7.39328 -0.54388  C60 1.090
68 H -0.42238 -7.04668 -2.25931  C60 1.090
69 H 0.37068 -4.36050 0.28326  C62 1.090
70 H 0.18616 -3.40176 -1.17275  C62 1.090
71 C 4.86047 2.17613 -0.62246  C72 1.497, C75 1.608, H76 1.090, H77 1.090
72 C 3.49695 2.68645 -0.97031  C71 1.497, C73 1.538, H78 1.090, H79 1.090
73 C 3.30792 3.60518 0.24802  C72 1.538, O74 1.434, H80 1.090, H81 1.090
74 O 3.68328 2.71807 1.31007  C73 1.434, C75 1.445
75 C 4.60026 1.68509 0.88624  C71 1.608, O74 1.445, H82 1.090, H83 1.090
76 H 5.65868 2.91817 -0.60395  C71 1.090
77 H 5.15051 1.39002 -1.31959  C71 1.090
78 H 2.84397 1.81489 -1.01631  C72 1.090
79 H 3.54309 3.29411 -1.87405  C72 1.090
80 H 2.26115 3.89796 0.32943  C73 1.090
81 H 3.97876 4.45710 0.13706  C73 1.090
82 H 4.16451 0.68599 0.88014  C75 1.090
83 H 5.56132 1.66051 1.39992  C75 1.090
84 C -3.62973 -0.65271 2.99323  C85 1.520, C88 1.509, H89 1.090, H90 1.090
85 C -2.79194 -1.32419 4.06902  C84 1.520, C86 1.525, H91 1.090, H92 1.090
86 C -1.71790 -0.33936 4.51752  C85 1.525, O87 1.435, H93 1.090, H94 1.090
87 O -1.70559 0.65042 3.47921  C86 1.435, C88 1.391
88 C -2.65214 0.38311 2.49625  C84 1.509, O87 1.391, H95 1.090, H96 1.090
89 H -4.53922 -0.16561 3.34487  C84 1.090
90 H -3.97567 -1.37050 2.24947  C84 1.090
91 H -2.37268 -2.22470 3.62026  C85 1.090
92 H -3.46562 -1.71293 4.83265  C85 1.090
93 H -0.77044 -0.87432 4.45256  C86 1.090
94 H -1.87905 0.02279 5.53290  C86 1.090
95 H -2.16228 -0.05354 1.62592  C88 1.090
96 H -3.17037 1.28429 2.16850  C88 1.090
97 C 6.03961 -1.56678 -2.44022  C98 1.555, C101 1.572, H102 1.090, H103 1.090
98 C 4.50861 -1.73662 -2.22514  C97 1.555, C99 1.613, H104 1.090, H105 1.090
99 C 4.57806 -2.53892 -0.82738  C98 1.613, O100 1.439, H106 1.090, H107 1.090
100 O 5.54382 -1.77393 -0.08327  C99 1.439, C101 1.411
101 C 6.61085 -1.54167 -0.97644  C97 1.572, O100 1.411, H108 1.090, H109 1.090
102 H 6.16923 -0.56022 -2.83788  C97 1.090
103 H 6.51243 -2.33830 -3.04792  C97 1.090
104 H 3.96269 -2.21431 -3.03870  C98 1.090
105 H 3.97037 -0.81614 -1.99904  C98 1.090
106 H 4.96321 -3.55858 -0.81898  C99 1.090
107 H 3.65840 -2.52901 -0.24237  C99 1.090
108 H 7.31736 -2.37059 -0.93360  C101 1.090
109 H 7.05169 -0.58771 -0.68707  C101 1.090
110 C 4.15026 -1.95723 3.09203  C111 1.603, H113 1.090, H114 1.090, H115 1.090
111 C 3.18333 -1.04560 3.98841  C110 1.603, O112 1.448, H116 1.090, H117 1.090
112 O 2.65135 0.05332 3.21081  C111 1.448, H118 0.960
113 H 3.60306 -2.37590 2.24741  C110 1.090
114 H 4.55942 -2.77782 3.68138  C110 1.090
115 H 5.01564 -1.45737 2.65688  C110 1.090
116 H 3.84727 -0.52789 4.68069  C111 1.090
117 H 2.46675 -1.68032 4.50971  C111 1.090
118 H 2.02269 -0.37101 2.62232  O112 0.960

Atomic partial charges in e from the Löwdin method, atoms 1 to 99: number 1, Cl, carries 0.603; number 2, O, carries -0.344; number 3, O, carries -0.353; number 4, O, carries -0.357; number 5, O, carries -0.356; number 6, C, carries -0.177; number 7, C, carries -0.153; number 8, C, carries -0.142; number 9, O, carries -0.174; number 10, C, carries -0.202; number 11, H, carries 0.113; number 12, H, carries 0.105; number 13, H, carries 0.103; number 14, H, carries 0.104; number 15, H, carries 0.102; number 16, H, carries 0.087; number 17, H, carries 0.103; number 18, H, carries 0.106; number 19, C, carries -0.138; number 20, C, carries -0.164; number 21, C, carries -0.257; number 22, O, carries -0.151; number 23, C, carries -0.162; number 24, H, carries 0.090; number 25, H, carries 0.086; number 26, H, carries 0.099; number 27, H, carries 0.112; number 28, H, carries 0.116; number 29, H, carries 0.117; number 30, H, carries 0.098; number 31, H, carries 0.111; number 32, C, carries -0.191; number 33, C, carries -0.164; number 34, C, carries -0.162; number 35, O, carries -0.146; number 36, C, carries -0.209; number 37, H, carries 0.104; number 38, H, carries 0.099; number 39, H, carries 0.099; number 40, H, carries 0.110; number 41, H, carries 0.116; number 42, H, carries 0.103; number 43, H, carries 0.111; number 44, H, carries 0.118; number 45, C, carries -0.152; number 46, C, carries -0.138; number 47, C, carries -0.218; number 48, O, carries -0.132; number 49, C, carries -0.194; number 50, H, carries 0.101; number 51, H, carries 0.097; number 52, H, carries 0.109; number 53, H, carries 0.092; number 54, H, carries 0.112; number 55, H, carries 0.118; number 56, H, carries 0.112; number 57, H, carries 0.102; number 58, C, carries -0.119; number 59, C, carries -0.194; number 60, C, carries -0.261; number 61, O, carries -0.150; number 62, C, carries -0.149; number 63, H, carries 0.112; number 64, H, carries 0.090; number 65, H, carries 0.105; number 66, H, carries 0.104; number 67, H, carries 0.115; number 68, H, carries 0.116; number 69, H, carries 0.121; number 70, H, carries 0.109; number 71, C, carries -0.178; number 72, C, carries -0.177; number 73, C, carries -0.190; number 74, O, carries -0.153; number 75, C, carries -0.142; number 76, H, carries 0.102; number 77, H, carries 0.085; number 78, H, carries 0.101; number 79, H, carries 0.109; number 80, H, carries 0.109; number 81, H, carries 0.110; number 82, H, carries 0.100; number 83, H, carries 0.106; number 84, C, carries -0.175; number 85, C, carries -0.171; number 86, C, carries -0.159; number 87, O, carries -0.131; number 88, C, carries -0.230; number 89, H, carries 0.105; number 90, H, carries 0.107; number 91, H, carries 0.110; number 92, H, carries 0.103; number 93, H, carries 0.114; number 94, H, carries 0.114; number 95, H, carries 0.107; number 96, H, carries 0.116; number 97, C, carries -0.158; number 98, C, carries -0.113; number 99, C, carries -0.170


(2)
Formula: C11H18N3O7P
Source: OMol25
Level of theory: the ωB97M-V functional and the def2-TZVPD basis

Calculated values
E_HOMO, eV: -9.46
ΔE to the lowest compared entry with this formula, charge and spin, eV: 3.428
Gap between HOMO and LUMO, eV: 9.8
SMILES: CC(=O)N[C@H](C(=O)N1CC=C[C@H]1C(N)=O)[C@@H](C)OP(=O)(O)O

Each atom is followed by the atoms it is bonded to, with distances in Å.
Element x y z (Å)
1 C 2.25264 2.87955 2.62542  C2 1.502, H23 1.169, H24 1.078, H25 1.046
2 C 1.21730 2.05603 3.33653  C1 1.502, O3 1.205, N4 1.384
3 O 0.82242 2.48773 4.39027  C2 1.205
4 N 0.63491 0.85691 2.96323  C2 1.384, C5 1.459, H26 1.014
5 C 0.12453 0.69656 1.60583  N4 1.459, C6 1.552, C16 1.490, H27 1.052
6 C -1.26733 0.01198 1.56846  C5 1.552, O7 1.204, N8 1.396
7 O -1.29477 -0.97040 2.26481  C6 1.204
8 N -2.21609 0.30526 0.58782  C6 1.396, C9 1.421, C12 1.519
9 C -2.80990 1.57817 0.80002  N8 1.421, C10 1.471, H28 1.131, H29 1.131
10 C -4.24647 1.33507 0.59985  C9 1.471, C11 1.321, H30 1.126
11 C -4.49267 0.16016 0.04827  C10 1.321, C12 1.482, H31 1.103
12 C -3.24277 -0.63339 -0.02261  N8 1.519, C11 1.482, C13 1.562, H32 1.130
13 C -2.92379 -0.92452 -1.52328  C12 1.562, N14 1.376, O15 1.217
14 N -2.99738 -2.16519 -2.11351  C13 1.376, H33 0.996, H34 0.973
15 O -2.34417 -0.10016 -2.20519  C13 1.217
16 C 1.02474 0.03430 0.62077  C5 1.490, C17 1.560, O18 1.457, H35 1.144
17 C 1.68603 -1.31296 1.04785  C16 1.560, H36 1.156, H37 1.015, H38 1.127
18 O 0.41160 -0.29509 -0.65893  C16 1.457, P19 1.653
19 P 0.88339 0.80280 -1.80097  O18 1.653, O20 1.417, O21 1.644, O22 1.601
20 O 2.25811 0.86802 -2.13619  P19 1.417
21 O -0.08658 0.70989 -3.12519  P19 1.644, H39 1.029
22 O 0.87611 2.26802 -1.15693  P19 1.601, H40 1.000
23 H 3.15742 2.92949 3.36332  C1 1.169
24 H 2.47787 2.30041 1.74423  C1 1.078
25 H 1.89494 3.83713 2.40147  C1 1.046
26 H 0.06550 0.51499 3.72940  N4 1.014
27 H 0.02051 1.64099 1.15507  C5 1.052
28 H -2.62759 1.95578 1.85031  C9 1.131
29 H -2.32246 2.17461 -0.02811  C9 1.131
30 H -4.95490 2.18409 0.81102  C10 1.126
31 H -5.46134 -0.23735 -0.29937  C11 1.103
32 H -3.12248 -1.60640 0.53969  C12 1.130
33 H -3.01146 -2.22064 -3.10746  N14 0.996
34 H -3.60867 -2.72252 -1.60201  N14 0.973
35 H 1.97538 0.65556 0.48023  C16 1.144
36 H 0.93145 -2.16634 1.24221  C17 1.156
37 H 2.18551 -1.09957 1.90476  C17 1.015
38 H 2.27576 -1.61808 0.13774  C17 1.127
39 H -0.87825 0.14664 -2.78726  O21 1.029
40 H 1.42497 2.71474 -1.86334  O22 1.000

Listed below, in e, are the Löwdin charges computed for each atom: number 1, C, carries 0.025; number 2, C, carries -0.522; number 3, O, carries 0.055; number 4, N, carries 0.130; number 5, C, carries -0.210; number 6, C, carries -0.358; number 7, O, carries 0.125; number 8, N, carries -0.016; number 9, C, carries -0.174; number 10, C, carries -0.051; number 11, C, carries -0.035; number 12, C, carries -0.145; number 13, C, carries -0.399; number 14, N, carries 0.197; number 15, O, carries 0.031; number 16, C, carries -0.359; number 17, C, carries -0.007; number 18, O, carries -0.151; number 19, P, carries 0.371; number 20, O, carries -0.240; number 21, O, carries -0.131; number 22, O, carries -0.148; number 23, H, carries 0.139; number 24, H, carries 0.055; number 25, H, carries 0.067; number 26, H, carries 0.145; number 27, H, carries 0.119; number 28, H, carries 0.157; number 29, H, carries 0.154; number 30, H, carries 0.136; number 31, H, carries 0.129; number 32, H, carries 0.168; number 33, H, carries 0.115; number 34, H, carries 0.075; number 35, H, carries 0.146; number 36, H, carries 0.113; number 37, H, carries 0.032; number 38, H, carries 0.107; number 39, H, carries 0.040; number 40, H, carries 0.116


(3)
Formula: C2H10NS
Source: OMol25
Level of theory: the ωB97M-V functional and the def2-TZVPD basis

Calculated values
Charge: +2
E_HOMO (spin up / spin down), eV: -20.80 / -22.00
ΔE to the lowest compared entry with this formula, charge and spin, eV: 0.504
Gap between HOMO and LUMO (spin up / spin down), eV: 12.6 / 9.0
2S+1: 2

Each atom is followed by the atoms it is bonded to, with distances in Å.
Element x y z (Å)
1 N 1.87754 -0.28836 1.55511  H2 1.023, H3 1.036, H4 1.028, H5 1.039
2 H 1.23545 -0.53004 2.31426  N1 1.023
3 H 2.25401 0.63462 1.83828  N1 1.036
4 H 2.65550 -0.95996 1.53178  N1 1.028
5 H 1.42024 -0.12019 0.63698  N1 1.039
6 C -2.08667 -0.20426 -0.13470  S7 1.809, H9 1.103, H10 1.079, H11 1.091
7 S -0.61236 0.82836 0.04454  C6 1.809, C8 1.772
8 C -0.01387 0.51623 -1.59411  S7 1.772, H12 1.084, H13 1.101, H14 1.100
9 H -2.93394 0.29572 -0.63406  C6 1.103
10 H -2.30866 -0.26685 0.91903  C6 1.079
11 H -1.92818 -1.18538 -0.58519  C6 1.091
12 H -0.70738 0.82871 -2.36684  C8 1.084
13 H 0.96011 1.00284 -1.75839  C8 1.101
14 H 0.18821 -0.55145 -1.76667  C8 1.100

Listed below, in e, are the Löwdin charges computed for each atom: number 1, N, carries 0.306; number 2, H, carries 0.164; number 3, H, carries 0.178; number 4, H, carries 0.179; number 5, H, carries 0.066; number 6, C, carries -0.249; number 7, S, carries 1.144; number 8, C, carries -0.314; number 9, H, carries 0.113; number 10, H, carries 0.047; number 11, H, carries 0.095; number 12, H, carries 0.095; number 13, H, carries 0.078; number 14, H, carries 0.098